[1]
{
  "formula": "C2H10NO",
  "method": "wB97M-V/def2-TZVPD",
  "total_charge": 1,
  "fmax_ev_per_a": 4.79,
  "e_homo_ev": -14.32,
  "gap_ev": 10.4265,
  "elements": ["H", "C", "H", "H", "H", "H", "N", "H", "H", "H", "H", "C", "O", "H"],
  "xyz": [[0.05, 2.80, -0.22], [0.53, 2.25, 0.70], [1.03, 2.90, 1.35], [-0.68, -3.08, -0.09], [-0.25, 1.85, 1.36], [-0.99, -2.31, -1.76], [-0.85, -0.96, -0.12], [-1.71, -1.14, 0.55], [0.65, -2.09, -0.99], [-0.07, -0.57, 0.58], [2.32, 1.65, -0.07], [-0.47, -2.30, -0.75], [1.49, 1.28, 0.35], [-1.04, -0.30, -0.88]],
  "lowdin_charge": [0.122, -0.184, 0.063, 0.070, 0.074, 0.121, 0.089, 0.210, 0.134, 0.191, 0.126, -0.007, -0.164, 0.153]
}

***

[2]
{
  "formula": "C2H10NO",
  "method": "wB97M-V/def2-TZVPD",
  "total_charge": 2,
  "spin_multiplicity": 2,
  "fmax_ev_per_a": 6.21,
  "e_homo_ev": [-22.98, -22.65],
  "gap_ev": [13.8183, 4.8265],
  "elements": ["H", "H", "H", "H", "O", "H", "N", "H", "C", "C", "H", "H", "H", "H"],
  "xyz": [[1.61, 0.05, 1.62], [-1.61, -0.42, 0.15], [0.17, 2.67, -1.30], [0.03, 0.59, 1.41], [-0.18, 1.87, -1.11], [-1.30, -1.17, -1.32], [0.62, -0.46, -0.27], [-1.02, 1.87, -0.56], [-0.81, -1.03, -0.36], [0.73, -0.17, 1.21], [0.52, -1.14, 1.74], [-0.85, -1.96, 0.24], [1.37, -1.11, -0.61], [0.71, 0.41, -0.83]],
  "lowdin_charge": [0.074, 0.145, 0.128, 0.091, 0.471, 0.120, 0.015, 0.222, 0.030, 0.043, 0.162, 0.143, 0.227, 0.129]
}